Here is C30H24Br4N5O3SbSn as an isolated structure at a distorted geometry from the OMol25 dataset. Energies are from ωB97M-V with the def2-TZVPD basis set.

```
68
Properties=species:S:1:pos:R:3
Sn -0.574 -0.338 -0.551
C 2.223 1.026 5.639
C 1.681 1.649 4.445
C 2.214 2.817 3.897
C 1.611 3.449 2.845
C 0.478 2.946 2.274
C 0.072 1.764 2.859
N 0.572 1.030 3.885
Sb -1.964 0.827 2.284
C -1.778 -1.421 1.864
C -1.220 -2.065 2.943
C -1.230 -3.494 2.898
C -1.639 -4.201 1.723
C -2.156 -3.400 0.681
C -3.021 -3.932 -0.408
N -2.086 -2.100 0.777
C -3.082 2.238 0.994
C -3.387 3.564 1.420
C -4.104 4.381 0.577
C -4.459 3.879 -0.652
C -4.096 2.576 -1.055
C -4.577 1.973 -2.312
N -3.486 1.780 -0.114
H 3.312 0.590 5.717
H 1.577 0.154 5.919
H 2.249 1.724 6.528
H 3.163 3.177 4.378
H 2.115 4.343 2.445
H 0.035 3.440 1.419
H -0.850 -1.512 3.858
H -1.033 -4.056 3.831
H -1.542 -5.286 1.782
H -4.088 -4.118 0.027
H -2.553 -4.865 -0.730
H -2.999 -3.217 -1.312
H -3.035 3.915 2.410
H -4.398 5.440 0.888
H -4.866 4.526 -1.464
H -5.236 1.131 -2.053
H -3.723 1.612 -2.898
H -5.184 2.709 -2.922
Br 3.324 -6.016 -2.462
C 2.017 -4.617 -2.271
C 0.986 -4.557 -3.228
Br 0.638 -5.953 -4.420
C 0.072 -3.519 -3.316
Br -1.161 -3.126 -4.788
C 0.066 -2.541 -2.338
O -0.806 -1.516 -2.246
C 1.005 -2.662 -1.228
O 0.946 -1.796 -0.268
C 2.013 -3.643 -1.264
Br 3.368 -3.511 0.044
N 5.305 -0.489 -2.441
C 4.876 0.690 -2.997
O 5.604 1.406 -3.710
C 3.496 1.135 -2.574
C 3.121 2.382 -3.069
C 1.922 3.018 -2.692
C 1.081 2.214 -1.901
N 1.374 0.993 -1.396
C 2.569 0.481 -1.662
H 6.077 -0.873 -2.955
H 4.707 -1.162 -1.988
H 3.857 2.875 -3.733
H 1.729 4.070 -2.913
H 0.085 2.585 -1.633
H 2.792 -0.522 -1.286
```

Results
- Charge: 0
- F_max: 4.53 eV/A
- Frontier orbital gap: 0.2596 Ha
- LUMO: -0.31 eV
- DFT total energy: -337628.6425 eV

Here are the natural (NBO) charges for atoms 1 to 2, given in e: atom 1 (Sn): 1.50, atom 2 (C): -0.67

***

Here is C40H37AsBIN11S3Sr as an isolated structure at a distorted geometry from the OMol25 dataset. Energies are from ωB97M-V with the def2-TZVPD basis set.

```
95
Properties=species:S:1:pos:R:3
Sr 0.107 -0.366 -0.395
C -3.076 -1.169 -3.494
C -2.386 -0.253 -2.693
N -1.785 -0.879 -1.691
N -2.051 -2.187 -1.823
C -2.827 -2.392 -2.903
B -1.482 -3.258 -0.878
N 0.027 -3.482 -1.143
C 0.623 -4.638 -1.485
C 1.987 -4.424 -1.533
C 2.134 -3.073 -1.197
N 0.949 -2.523 -0.964
N -1.642 -2.842 0.597
C -2.338 -3.504 1.537
C -2.111 -2.895 2.755
C -1.237 -1.844 2.456
N -0.967 -1.821 1.154
H -3.676 -0.967 -4.364
H -2.267 0.812 -2.811
H -3.134 -3.383 -3.194
H -2.064 -4.291 -1.061
H 0.048 -5.530 -1.667
H 2.756 -5.137 -1.776
H 3.031 -2.476 -1.126
H -2.928 -4.370 1.289
H -2.526 -3.165 3.711
H -0.772 -1.129 3.120
S 0.542 2.413 0.042
C 0.976 2.945 -1.570
C 1.013 4.361 -1.707
N 1.041 5.514 -1.766
C 1.296 2.174 -2.658
S 1.446 0.443 -2.748
C 1.571 2.833 -3.897
N 1.780 3.324 -4.919
S 0.505 1.005 4.313
C 0.141 2.615 3.970
N -0.999 3.160 4.433
C -1.480 4.492 4.089
C -0.820 4.950 2.804
C 0.682 4.789 2.946
N 1.001 3.413 3.322
H -1.622 2.520 4.893
H -1.251 5.189 4.904
H -2.565 4.447 3.969
H -1.084 5.983 2.577
H -1.148 4.327 1.973
H 1.064 5.469 3.716
H 1.169 5.011 1.998
H 1.685 2.929 2.762
C -3.190 6.443 -0.654
C -3.933 5.954 0.411
C -3.937 4.597 0.697
C -3.206 3.710 -0.087
C -2.460 4.215 -1.149
C -2.449 5.572 -1.437
As -3.103 1.768 0.178
C -3.943 1.599 1.942
C -3.171 0.990 2.927
C -3.670 0.767 4.202
C -4.962 1.164 4.514
C -5.745 1.775 3.541
C -5.245 1.982 2.265
C -4.692 1.350 -0.904
C -5.588 0.358 -0.515
C -6.639 -0.018 -1.339
C -6.795 0.574 -2.583
C -5.902 1.556 -2.987
C -4.867 1.945 -2.152
H -3.174 7.506 -0.864
H -4.503 6.634 1.034
H -4.501 4.241 1.549
H -1.853 3.536 -1.740
H -1.839 5.946 -2.248
H -2.158 0.694 2.684
H -3.050 0.274 4.943
H -5.362 0.996 5.506
H -6.759 2.078 3.777
H -5.878 2.438 1.513
H -5.461 -0.130 0.444
H -7.341 -0.772 -1.003
H -7.606 0.269 -3.232
H -6.018 2.025 -3.956
H -4.186 2.724 -2.477
I 6.688 0.568 -1.537
C 5.267 0.211 -0.028
C 5.675 -0.235 1.217
C 4.700 -0.473 2.173
C 3.371 -0.268 1.833
N 2.990 0.160 0.631
C 3.919 0.406 -0.289
H 6.723 -0.390 1.437
H 4.971 -0.815 3.163
H 2.576 -0.433 2.553
H 3.562 0.754 -1.253
```

Results
- Charge: -1
- Relative energy (zero: lowest compared OMol25 entry of this formula, charge and spin): 43.2 kcal/mol
- F_max: 3.31 eV/A
- Frontier orbital gap: 0.2240 Ha
- LUMO: 2.17 eV
- DFT total energy: -161436.0074 eV

Here are the Mulliken charges for atoms 1 to 2, given in e: atom 1 (Sr): 2.20, atom 2 (C): -1.34

***

Here is a 2-piece molecular cluster, C4H9NO2S overall at a distorted geometry from the OMol25 dataset. Energies are from ωB97M-V with the def2-TZVPD basis set.

```
17
Properties=species:S:1:pos:R:3
O -1.960 -0.831 1.120
C -1.211 -0.396 0.157
N 0.207 -1.226 0.203
C 0.768 -1.199 -1.194
O 0.357 -0.147 -1.923
C -0.555 1.088 0.954
C -1.353 1.325 -0.168
S 2.842 -0.138 1.489
H 0.838 -0.811 0.921
H 0.462 -2.165 -1.650
H 1.849 -0.985 -1.080
H -1.582 -0.779 -0.796
H -0.932 1.174 1.951
H 0.481 1.370 0.733
H -0.825 1.402 -1.117
H -2.333 1.711 0.018
H 2.946 0.606 0.381
```

Results
- Charge: 0
- Relative energy (zero: lowest compared OMol25 entry of this formula, charge and spin): 265.5 kcal/mol
- F_max: 5.49 eV/A
- Frontier orbital gap: 0.1597 Ha
- LUMO: -4.28 eV
- DFT total energy: -20703.5214 eV

Here are the natural (NBO) charges for atoms 1 to 2, given in e: atom 1 (O): -0.61, atom 2 (C): 0.20

***

Here is C5H12NOS as an isolated structure at a distorted geometry from the OMol25 dataset. Energies are from ωB97M-V with the def2-TZVPD basis set.

```
20
Properties=species:S:1:pos:R:3
C 1.654 -0.224 -0.243
C 2.419 0.921 -0.814
C -0.865 0.951 1.183
C -0.276 -0.669 -0.581
C -1.153 0.495 -0.260
N -0.280 -1.845 0.262
O 2.091 -1.114 0.428
S -2.939 -0.173 -0.377
H 3.284 1.181 -0.324
H 1.734 1.749 -0.699
H 2.578 0.561 -1.897
H -0.057 1.544 1.315
H -0.706 0.166 1.945
H -1.611 1.387 1.702
H -0.364 -0.778 -1.702
H -1.175 1.285 -0.878
H -0.570 -2.694 -0.239
H -0.852 -1.568 1.065
H 0.748 -2.144 0.465
H -3.660 0.969 -0.350
```

Results
- Charge: +1
- Relative energy (zero: lowest compared OMol25 entry of this formula, charge and spin): 40.3 kcal/mol
- F_max: 6.14 eV/A
- Frontier orbital gap: 0.3651 Ha
- LUMO: -3.20 eV
- DFT total energy: -19743.3365 eV

Here are the natural (NBO) charges for atoms 1 to 2, given in e: atom 1 (C): 0.66, atom 2 (C): -0.72

***

Here is an isolated ion of composition C3H8N3O and charge +1 at a distorted geometry from the OMol25 dataset. Energies are from ωB97M-V with the def2-TZVPD basis set.

```
15
Properties=species:S:1:pos:R:3
C 0.404 -1.743 -0.235
C 0.385 -0.460 -0.973
N 1.431 0.495 -0.568
O 0.855 1.300 0.401
C -0.393 1.232 0.383
N -1.242 1.848 1.169
N -0.819 0.287 -0.482
H 0.555 -1.679 0.830
H 1.289 -2.270 -0.652
H -0.426 -2.485 -0.464
H 0.280 -0.427 -2.117
H 2.349 0.180 -0.253
H -2.138 1.505 1.106
H -0.921 2.552 1.969
H -1.609 -0.334 -0.113
```

Results
- Charge: +1
- Relative energy (zero: lowest compared OMol25 entry of this formula, charge and spin): 61.5 kcal/mol
- Structure (SMILES): C[C@@H]1NOC(=[NH2+])N1
- F_max: 5.57 eV/A
- Frontier orbital gap: 0.3962 Ha
- LUMO: -3.38 eV
- DFT total energy: -9749.7970 eV

Here are the natural (NBO) charges for atoms 1 to 2, given in e: atom 1 (C): -0.68, atom 2 (C): 0.08

***

Here is a 4-piece molecular cluster, C24H41F10N3O7PS overall at a distorted geometry from the OMol25 dataset. Energies are from ωB97M-V with the def2-TZVPD basis set.

```
87
Properties=species:S:1:pos:R:3
C 3.816 -2.081 0.127
C 2.864 -1.926 -1.076
C 2.370 -0.494 -1.329
C 1.664 0.194 -0.136
C 0.872 -0.758 0.778
C -0.279 -0.098 1.532
C -1.641 -0.002 0.791
C -1.940 -0.972 -0.351
N -2.673 -2.271 -0.117
C -1.848 -3.526 0.062
C -1.564 -4.052 1.485
C -0.383 -3.469 2.240
F -1.197 -5.384 1.242
N -3.446 -2.502 -1.346
C -2.802 -2.682 -2.358
S -1.933 -3.035 -3.572
P -4.154 -2.091 1.039
N -3.585 -1.964 2.629
O -4.850 -3.555 0.867
H 3.586 -1.422 0.962
H 3.744 -3.107 0.496
H 4.856 -1.958 -0.172
H 3.410 -2.278 -1.953
H 2.031 -2.625 -0.952
H 1.650 -0.543 -2.154
H 3.229 0.093 -1.657
H 2.427 0.685 0.470
H 1.006 0.970 -0.539
H 0.563 -1.637 0.206
H 1.568 -1.145 1.523
H 0.044 0.926 1.741
H -0.448 -0.505 2.532
H -2.422 0.102 1.543
H -1.638 0.990 0.332
H -1.033 -1.098 -0.942
H -2.600 -0.404 -1.002
H -2.364 -4.367 -0.391
H -0.880 -3.390 -0.420
H -2.453 -4.165 2.106
H 0.466 -3.291 1.586
H -0.672 -2.624 2.863
H -0.066 -4.248 2.934
H -4.119 -1.292 3.166
H -2.590 -1.805 2.734
H -4.502 -4.198 1.510
C -5.191 5.400 0.773
C -4.628 5.393 -0.632
O -3.223 5.721 -0.628
C -2.389 4.737 -0.350
O -2.687 3.602 -0.102
C -0.941 5.241 -0.433
F -0.793 6.425 0.177
F -0.559 5.391 -1.710
F -0.094 4.372 0.137
H -4.993 6.356 1.259
H -6.267 5.231 0.752
H -4.731 4.624 1.385
H -5.113 6.158 -1.233
H -4.792 4.437 -1.128
C 1.831 6.715 1.403
C 3.240 6.402 1.860
O 3.740 7.424 2.740
C 3.361 7.330 4.010
O 2.653 6.481 4.469
C 4.007 8.454 4.832
F 3.926 9.636 4.201
F 5.308 8.193 5.046
F 3.415 8.586 6.021
H 1.790 7.705 0.947
H 1.498 5.981 0.681
H 1.136 6.717 2.243
H 3.914 6.382 1.006
H 3.298 5.426 2.342
C -0.285 -6.576 -3.190
C 0.155 -6.488 -4.636
O 1.503 -6.002 -4.731
C 2.465 -6.907 -4.543
O 2.297 -8.065 -4.307
C 3.841 -6.248 -4.720
F 3.903 -5.062 -4.085
F 4.094 -6.028 -6.020
F 4.812 -7.019 -4.236
H -0.150 -5.612 -2.693
H -1.334 -6.865 -3.124
H 0.309 -7.307 -2.642
H -0.463 -5.770 -5.175
H 0.054 -7.446 -5.145
```

Results
- Charge: +1
- Relative energy (zero: lowest compared OMol25 entry of this formula, charge and spin): 19.2 kcal/mol
- F_max: 3.25 eV/A
- Frontier orbital gap: 0.3066 Ha
- LUMO: -4.36 eV
- DFT total energy: -91647.6722 eV

Here are the Mulliken charges for atoms 1 to 2, given in e: atom 1 (C): -1.33, atom 2 (C): 0.08

***

Here is a 2-piece molecular cluster, C5H14NO2 overall at a distorted geometry from the OMol25 dataset. Energies are from ωB97M-V with the def2-TZVPD basis set.

```
22
Properties=species:S:1:pos:R:3
C -2.170 1.733 -0.190
N -1.380 1.783 1.059
C -0.195 0.911 1.016
C -0.561 -0.472 0.466
C 0.556 -1.531 0.700
O 1.584 -1.418 -0.196
C 0.825 1.666 0.124
H -2.678 0.781 -0.309
H -1.462 1.931 -0.986
H -2.968 2.470 -0.169
H -2.000 1.507 1.809
H 0.277 0.842 1.993
H -1.517 -0.794 0.887
H -0.622 -0.500 -0.627
H 1.062 -1.287 1.649
H 0.162 -2.552 0.803
H 1.500 2.268 0.744
H 0.381 2.408 -0.535
H 1.396 0.908 -0.402
H 1.367 -2.497 -1.381
H 1.659 -1.750 -2.665
O 1.385 -2.618 -2.351
```

Results
- Charge: 0
- Multiplicity: 2
- Relative energy (zero: lowest compared OMol25 entry of this formula, charge and spin): 18.2 kcal/mol
- F_max: 1.98 eV/A
- Frontier orbital gap (alpha / beta): 0.3615 / 0.2496 Ha
- LUMO (alpha / beta): 0.84 / -2.19 eV
- ⟨S²⟩: 0.754
- DFT total energy: -10994.1370 eV

Here are the natural (NBO) charges for atoms 1 to 2, given in e: atom 1 (C): -0.42, atom 2 (N): -0.62

***

Here is C4H6N2S2 as an isolated structure at a distorted geometry from the OMol25 dataset. Energies are from ωB97M-V with the def2-TZVPD basis set.

```
14
Properties=species:S:1:pos:R:3
C 1.259 -2.078 0.530
C 0.270 0.202 -0.733
C 0.782 1.046 -1.865
C -2.179 1.309 1.195
H 1.959 -2.984 0.663
H 1.296 -1.486 1.357
H 0.307 -2.589 0.379
H 0.704 0.550 -2.969
H -2.664 2.305 1.792
H -2.354 0.379 1.761
N -0.634 0.207 0.112
N -1.360 1.465 0.223
S 1.270 -1.096 -1.105
S 1.344 2.769 -1.341
```

Results
- Charge: 0
- Relative energy (zero: lowest compared OMol25 entry of this formula, charge and spin): 138.9 kcal/mol
- F_max: 6.08 eV/A
- Frontier orbital gap: 0.2678 Ha
- LUMO: -1.36 eV
- DFT total energy: -28890.1891 eV

Here are the natural (NBO) charges for atoms 1 to 2, given in e: atom 1 (C): -0.70, atom 2 (C): -0.01